# 1
{
  "formula": "C36H61N9O4S4",
  "method": "wB97M-V/def2-TZVPD",
  "molar_mass_g_mol": 812.2,
  "spin_multiplicity": 2,
  "charge": 1,
  "e_tot_ev": -103248.883,
  "fmax_ev_per_a": 3.4,
  "symbols": ["C", "S", "O", "C", "H", "H", "H", "H", "H", "H", "C", "S", "O", "C", "H", "H", "H", "H", "H", "H", "C", "S", "O", "C", "H", "H", "H", "H", "H", "H", "C", "S", "O", "C", "H", "H", "H", "H", "H", "H", "C", "C", "N", "H", "H", "H", "C", "C", "N", "H", "H", "H", "C", "C", "N", "H", "H", "H", "C", "C", "N", "H", "H", "H", "N", "C", "C", "C", "C", "H", "H", "H", "H", "H", "N", "C", "C", "C", "C", "H", "H", "H", "H", "H", "N", "C", "C", "C", "C", "H", "H", "H", "H", "H", "N", "C", "C", "C", "C", "H", "H", "H", "H", "H", "N", "C", "C", "C", "C", "H", "H", "H", "H", "H"],
  "xyz": [[-4.7687, -0.3823, 1.0011], [-6.1518, -1.3623, 0.2778], [-6.9922, -1.7476, 1.4578], [-7.0081, 0.1036, -0.5207], [-4.4225, -1.1005, 1.7444], [-5.1740, 0.4435, 1.5859], [-3.9619, -0.1009, 0.3244], [-7.2867, 0.7661, 0.2987], [-7.8234, -0.3624, -1.0741], [-6.2666, 0.6182, -1.1318], [-0.9694, 2.2974, 6.7486], [-1.4560, 2.5308, 4.9697], [-0.4963, 3.5726, 4.4057], [-0.8975, 0.9369, 4.1278], [0.0626, 1.9467, 6.7337], [-1.4829, 1.4166, 7.1339], [-1.0862, 3.1400, 7.4301], [0.1241, 0.7497, 4.4584], [-0.8535, 0.9487, 3.0387], [-1.5651, 0.1471, 4.4720], [-0.8360, -0.7839, 0.8659], [0.8983, -0.2103, 1.2653], [1.8519, -1.2366, 0.5794], [1.0244, 1.2994, 0.2390], [-0.7450, -1.0174, -0.1949], [-1.5581, 0.0297, 0.9336], [-1.1850, -1.6742, 1.3891], [0.9048, 0.8983, -0.7675], [2.0410, 1.6793, 0.3407], [0.1756, 1.9419, 0.4729], [4.9775, -1.8204, -1.0250], [5.2752, -2.7357, -2.6524], [4.2446, -2.2694, -3.6430], [6.9046, -1.8640, -3.0632], [5.9465, -1.8772, -0.5291], [4.1636, -2.3228, -0.5023], [4.6600, -0.8005, -1.2419], [6.5477, -0.8409, -3.1823], [7.3602, -2.1758, -4.0030], [7.6423, -1.9070, -2.2620], [5.5083, 1.5935, 0.7384], [6.8074, 1.2242, 0.2173], [7.8320, 1.0009, -0.1957], [5.4958, 1.8007, 1.8085], [4.7959, 0.7950, 0.5309], [5.2440, 2.5508, 0.2892], [-1.4069, 3.2561, -4.6687], [-0.3068, 2.5412, -4.0491], [0.5615, 1.9230, -3.5575], [-0.9464, 3.8786, -5.4359], [-1.8969, 3.8413, -3.8905], [-2.0385, 2.5430, -5.1984], [2.2364, 4.7432, 0.9964], [3.5126, 4.6265, 1.7813], [4.4854, 4.5130, 2.4171], [1.2734, 4.4427, 1.4090], [2.5038, 4.0626, 0.1881], [2.2101, 5.7637, 0.6143], [3.5692, 0.7095, -4.2764], [3.7745, 1.2161, -2.8924], [3.9098, 1.7274, -1.8854], [3.6197, 1.5094, -5.0152], [2.5836, 0.2465, -4.3241], [4.4225, 0.0568, -4.4607], [-3.9432, 0.8518, -3.1221], [-4.6606, 1.9328, -2.6286], [-3.9099, 2.5078, -1.6188], [-2.7191, 1.8034, -1.5162], [-2.8285, 0.7572, -2.3557], [-4.1203, 0.3505, -3.9809], [-5.6247, 2.1993, -3.0358], [-4.1582, 3.3729, -1.0218], [-1.9091, 1.9316, -0.8133], [-2.0884, 0.0052, -2.5860], [-2.4932, 6.0304, -0.3637], [-1.6456, 5.4801, -1.2985], [-0.9826, 4.4562, -0.6727], [-1.2568, 4.5852, 0.7287], [-2.2756, 5.5168, 0.8807], [-3.1554, 6.7799, -0.5043], [-1.7545, 5.7985, -2.3248], [-0.4031, 3.6835, -1.1560], [-0.8581, 3.9528, 1.5082], [-2.8815, 5.7592, 1.7413], [0.9621, -2.7183, -1.5536], [0.0246, -3.5940, -1.0591], [-0.6496, -4.1341, -2.1176], [-0.0959, -3.6129, -3.2754], [0.8717, -2.6218, -2.8901], [1.5161, -2.0667, -1.0163], [-0.2126, -3.6158, -0.0056], [-1.4623, -4.8329, -1.9848], [-0.3519, -3.8713, -4.2923], [1.5244, -1.9123, -3.3769], [2.1974, -3.1879, 2.4771], [1.7546, -3.5729, 3.7063], [1.7346, -4.9473, 3.6815], [2.1008, -5.4622, 2.4403], [2.3212, -4.3019, 1.6902], [2.2918, -2.2421, 2.1358], [1.3948, -2.8975, 4.4684], [1.4009, -5.4808, 4.5593], [2.1255, -6.4437, 1.9905], [2.7018, -4.2112, 0.6836], [-2.8614, -3.8765, 2.0648], [-1.7714, -4.6716, 2.1000], [-2.0245, -5.8661, 1.4211], [-3.3724, -5.7826, 1.0129], [-3.8838, -4.5403, 1.4149], [-2.9967, -2.9914, 2.5321], [-0.8986, -4.3557, 2.6521], [-1.4296, -6.7448, 1.2203], [-3.9361, -6.5230, 0.4647], [-4.8753, -4.1164, 1.3544]],
  "forces_ev_per_angstrom": [[-0.4, -0.8, 0.5], [-0.4, 1.5, 0.2], [0.5, 0.1, -0.6], [1.0, -1.2, 0.7], [0.4, 0.0, 0.0], [-0.1, 0.2, -0.3], [-0.3, 0.0, -0.2], [-0.4, -0.2, -0.1], [-0.1, 0.5, 0.0], [-0.2, -0.2, -0.3], [0.7, -1.8, -0.8], [1.1, 1.3, -1.0], [-1.0, -1.1, 0.6], [0.2, 0.1, 1.6], [0.3, 0.5, 0.0], [-0.5, 0.2, 0.0], [-0.3, 0.2, -0.7], [0.0, -0.1, 0.2], [-0.6, 0.8, 0.2], [0.1, -0.1, 0.0], [0.9, 0.7, -1.1], [0.5, -1.0, -0.2], [-1.3, 1.5, 0.3], [-0.6, -1.6, -0.2], [-0.2, -0.1, -0.1], [0.1, 0.1, 0.3], [0.5, 0.2, 0.3], [0.0, 0.3, -0.3], [-0.3, 0.2, 0.2], [0.4, 0.3, 0.2], [0.2, -0.5, -1.5], [0.8, 0.4, 0.7], [0.1, 0.2, 0.3], [-1.3, 0.4, 0.1], [-0.3, 0.1, 0.4], [0.3, -0.2, 0.1], [0.3, 0.1, -0.1], [0.3, 0.2, 0.0], [-0.4, -0.4, 0.1], [-0.3, -0.2, 0.1], [-0.3, 0.4, 0.4], [-2.2, 0.7, 1.3], [2.5, -0.8, -1.2], [0.4, -0.3, 0.1], [-0.1, 0.3, -0.2], [-0.3, -0.3, -0.2], [0.7, 0.0, -0.3], [2.3, -2.1, 1.5], [-2.2, 1.5, -1.2], [-0.2, 0.4, 0.1], [-0.3, -0.1, -0.3], [-0.3, 0.1, 0.4], [2.0, -0.2, -0.4], [0.3, -0.1, 1.9], [-1.8, 0.2, -1.5], [0.6, 0.1, 0.6], [-0.6, 0.2, -0.6], [-0.3, -0.1, -0.1], [0.6, 0.3, 0.9], [-0.6, 0.0, -2.4], [0.1, 0.3, 1.4], [-0.1, 0.2, 0.3], [0.3, -0.2, -0.1], [-0.5, -0.5, -0.2], [-0.8, 0.8, 0.7], [0.2, 0.2, -0.2], [-1.3, 1.0, -0.4], [0.5, -0.7, 1.2], [1.8, -1.5, -1.6], [-0.1, 0.0, 0.4], [0.1, 0.0, 0.0], [-0.2, 0.0, -0.1], [-0.2, 0.2, -0.1], [0.0, -0.1, 0.0], [-0.3, 0.8, 0.3], [-1.3, -0.3, 0.1], [0.5, 0.7, 0.5], [-1.0, -0.7, -0.2], [1.1, -0.9, -0.5], [0.3, -0.1, -0.3], [0.2, -0.2, 0.0], [0.4, 0.3, 0.0], [-0.1, 0.1, 0.2], [0.2, 0.3, -0.1], [0.0, 0.5, -0.7], [0.8, 1.6, 1.1], [-0.6, -0.9, -1.7], [-0.8, -0.2, -0.4], [0.3, -0.9, 1.4], [0.3, 0.2, 1.0], [0.3, -0.4, 0.1], [0.1, -0.1, -0.3], [0.0, 0.1, 0.1], [-0.1, -0.2, -0.5], [-0.6, -0.2, -0.2], [0.2, -0.6, -0.4], [-1.0, -0.6, 2.3], [-0.1, 2.0, -1.5], [0.8, -0.4, -0.2], [0.1, -0.3, -0.1], [0.4, 0.0, -0.1], [0.1, -0.3, -0.1], [0.0, -0.1, 0.5], [0.0, 0.0, 0.0], [-1.4, -0.3, -0.4], [1.5, -0.9, -0.1], [-0.6, 0.9, 0.3], [-1.0, 1.3, 0.0], [0.6, -0.9, -0.2], [0.2, -0.3, 0.0], [0.2, -0.1, -0.1], [0.4, 0.3, 0.4], [0.0, 0.0, 0.1], [0.1, 0.0, -0.1]]
}



# 2
{
  "formula": "C36H62BN2OsP2Te",
  "method": "wB97M-V/def2-TZVPD",
  "molar_mass_g_mol": 913.5,
  "spin_multiplicity": 1,
  "charge": 1,
  "e_tot_ev": -70327.295,
  "fmax_ev_per_a": 4.5,
  "relative_energy_ev": 2.772,
  "symbols": ["Os", "C", "C", "C", "C", "P", "C", "N", "B", "N", "C", "P", "C", "C", "C", "C", "C", "C", "C", "C", "C", "C", "C", "C", "C", "C", "C", "C", "C", "C", "H", "H", "H", "H", "H", "H", "H", "H", "H", "H", "H", "H", "H", "H", "H", "H", "H", "H", "H", "H", "H", "H", "H", "H", "H", "H", "H", "H", "H", "H", "H", "H", "H", "H", "H", "H", "H", "H", "H", "H", "H", "H", "H", "H", "C", "Te", "C", "H", "H", "H", "H", "H", "H", "C", "C", "C", "C", "C", "C", "C", "C", "C", "C", "H", "H", "H", "H", "H", "H", "H", "H", "H", "H", "H", "H"],
  "xyz": [[0.1453, -0.0764, -0.6132], [-3.7559, -3.1450, -1.1701], [-2.9673, -3.0781, 0.1377], [-3.5677, -1.9684, 1.0083], [-3.1152, -4.4109, 0.8745], [-1.1729, -2.5193, -0.2486], [-0.3967, -2.7371, 1.4582], [-0.5072, -1.4467, 2.0857], [-0.2249, -0.2094, 1.4174], [-0.7825, 0.8148, 2.2439], [-0.8906, 2.2298, 1.9949], [-0.7257, 2.5640, 0.1537], [-2.4996, 3.1295, -0.2576], [-2.5493, 3.5264, -1.7318], [-3.0699, 4.2648, 0.5922], [-3.3303, 1.8564, -0.0570], [0.5047, 4.0238, 0.0584], [1.6519, 3.6945, 1.0227], [1.0372, 4.0538, -1.3790], [-0.0612, 5.3963, 0.4061], [-1.3603, 0.2241, 3.3486], [-2.0585, 0.7775, 4.4087], [-2.5576, -0.0772, 5.3765], [-2.3619, -1.4511, 5.2987], [-1.6707, -2.0160, 4.2413], [-1.1787, -1.1761, 3.2550], [-0.3262, -3.7559, -1.4281], [-0.7180, -3.3116, -2.8394], [1.1770, -3.5353, -1.2519], [-0.6417, -5.2329, -1.2372], [-4.8122, -3.2951, -0.9476], [-3.4338, -3.9771, -1.7929], [-3.6593, -2.2151, -1.7302], [-4.6485, -2.0962, 1.0617], [-3.3614, -0.9850, 0.5879], [-3.1795, -1.9981, 2.0231], [-4.1641, -4.5353, 1.1401], [-2.5526, -4.4470, 1.8025], [-2.8278, -5.2591, 0.2612], [0.6520, -3.0213, 1.3410], [-0.8944, -3.5038, 2.0502], [-0.1239, 2.7850, 2.5458], [-1.8715, 2.5760, 2.3367], [-2.0284, 4.4655, -1.9065], [-3.5824, 3.6581, -2.0526], [-2.0953, 2.7562, -2.3556], [-2.7456, 5.2337, 0.2269], [-2.7905, 4.1871, 1.6391], [-4.1570, 4.2414, 0.5409], [-2.8502, 1.0077, -0.5564], [-4.3280, 1.9794, -0.4776], [-3.4406, 1.6132, 0.9980], [1.7537, 2.6172, 1.1472], [1.4798, 4.1483, 1.9958], [2.5918, 4.0907, 0.6434], [1.5113, 3.1083, -1.6514], [1.7806, 4.8430, -1.4848], [0.2365, 4.2530, -2.0886], [-0.5730, 5.3886, 1.3638], [-0.7354, 5.7627, -0.3635], [0.7679, 6.1005, 0.4752], [-2.2149, 1.8432, 4.4907], [-3.1127, 0.3313, 6.2051], [-2.7718, -2.0898, 6.0649], [-1.5055, -3.0806, 4.1989], [-0.4554, -2.2630, -2.9748], [-1.7823, -3.4193, -3.0188], [-0.1870, -3.9034, -3.5835], [1.3984, -2.4635, -1.1587], [1.7178, -3.9246, -2.1123], [1.5452, -4.0498, -0.3677], [-1.6535, -5.4736, -1.5485], [-0.4957, -5.5439, -0.2060], [0.0382, -5.8147, -1.8612], [1.4560, -0.9411, -4.4970], [0.7575, 0.7039, -3.2883], [-0.8510, 1.1385, -4.6730], [0.6284, -1.5751, -4.8001], [2.1856, -1.5203, -3.9425], [1.9251, -0.5239, -5.3809], [-0.4192, 1.2989, -5.6544], [-1.3595, 2.0432, -4.3638], [-1.5590, 0.3200, -4.7188], [3.1188, 0.3480, 2.0589], [3.2834, -0.2177, 0.6310], [3.3581, -1.7438, 0.7830], [2.1741, 0.2529, -0.2680], [4.5714, 0.2530, -0.0415], [5.4516, 1.1522, 0.5432], [6.5980, 1.5568, -0.1220], [6.8894, 1.0565, -1.3773], [6.0187, 0.1582, -1.9718], [4.8634, -0.2217, -1.3173], [2.1453, 0.0479, 2.4416], [3.1873, 1.4308, 2.0766], [3.8934, -0.0603, 2.7049], [2.4627, -2.1012, 1.2792], [4.2192, -2.0168, 1.3861], [3.4615, -2.2262, -0.1808], [2.3725, 1.2852, -0.5931], [5.2566, 1.5530, 1.5244], [7.2603, 2.2707, 0.3453], [7.7828, 1.3729, -1.8959], [6.2373, -0.2382, -2.9524], [4.1688, -0.8939, -1.8037]],
  "forces_ev_per_angstrom": [[2.6, 1.5, 0.2], [0.1, 0.0, 0.0], [0.0, 0.5, -0.3], [0.1, 0.0, 0.0], [0.3, 0.1, -0.1], [1.0, -0.6, 0.3], [0.1, 0.0, -0.4], [0.4, -0.1, 0.1], [-0.4, -0.2, -1.0], [0.1, 0.4, 0.0], [0.1, 0.0, -0.2], [0.5, -0.4, 0.5], [0.3, -0.4, -0.3], [0.1, 0.0, 0.0], [0.2, 0.0, 0.0], [0.2, -0.1, 0.0], [-0.1, -0.4, -0.3], [-0.2, -0.1, -0.1], [0.0, -0.2, 0.1], [0.0, -0.2, 0.0], [-0.2, -0.5, 0.5], [0.2, 0.0, -0.2], [-0.1, -0.2, 0.2], [-0.2, 0.1, 0.1], [0.2, 0.1, -0.2], [-0.3, 0.3, 0.8], [-0.2, 0.3, 0.1], [0.0, 0.1, 0.1], [-0.2, 0.2, 0.2], [0.0, 0.1, 0.1], [-0.1, 0.0, 0.0], [0.0, 0.0, -0.1], [0.0, 0.0, -0.1], [-0.1, 0.0, 0.0], [-0.1, 0.1, 0.0], [0.0, 0.1, 0.1], [-0.1, 0.0, 0.0], [0.0, 0.0, 0.1], [0.0, -0.1, 0.0], [-0.2, -0.1, 0.0], [0.0, 0.1, -0.1], [-0.2, 0.0, -0.1], [0.2, 0.0, 0.0], [0.1, 0.1, -0.1], [-0.1, 0.0, 0.0], [0.0, -0.1, -0.1], [0.0, 0.1, 0.0], [-0.1, 0.0, 0.1], [-0.1, -0.1, 0.0], [-0.1, -0.1, 0.0], [-0.1, 0.1, 0.0], [0.0, -0.1, 0.1], [0.2, 0.0, 0.1], [0.0, -0.1, 0.1], [0.1, 0.0, -0.1], [0.0, 0.1, 0.0], [0.1, 0.1, 0.0], [0.0, 0.0, -0.1], [-0.1, 0.1, 0.1], [-0.1, 0.0, 0.0], [0.1, 0.1, 0.0], [0.0, 0.1, 0.0], [-0.1, 0.1, 0.1], [0.0, -0.1, 0.1], [0.0, -0.2, 0.0], [0.0, 0.1, -0.1], [-0.1, 0.0, -0.1], [0.1, -0.1, 0.0], [0.1, -0.1, 0.0], [0.0, -0.1, -0.1], [0.1, 0.0, 0.1], [-0.1, -0.1, 0.0], [0.0, -0.1, 0.1], [0.0, -0.1, 0.0], [-0.2, 0.2, 0.0], [-0.3, -0.4, -0.4], [0.2, -0.1, 0.3], [-0.1, 0.0, 0.1], [0.0, 0.0, 0.2], [0.1, 0.1, 0.0], [0.2, 0.0, 0.0], [0.0, 0.1, 0.1], [0.0, -0.1, 0.1], [-0.4, 0.2, -0.5], [0.6, -0.7, -0.2], [-0.2, 0.2, -0.1], [-4.4, 0.5, 0.6], [0.0, 0.1, 0.1], [0.0, 0.0, 0.1], [0.1, 0.0, 0.0], [0.1, 0.1, 0.0], [0.0, 0.0, -0.2], [-0.1, 0.0, 0.0], [0.0, 0.0, 0.1], [0.0, 0.1, 0.1], [0.1, 0.0, 0.0], [-0.2, -0.1, 0.1], [0.1, 0.0, 0.1], [0.0, -0.2, -0.1], [0.3, -0.2, -0.3], [0.0, 0.0, 0.1], [0.1, 0.0, 0.0], [0.1, 0.0, 0.0], [0.0, 0.0, -0.1], [0.0, -0.1, -0.1]]
}